A structure of composition C24H19CoN5O5S, computed with ωB97M-V/def2-TZVPD.

Summary:
* energy above the lowest of the compared OMol25 structures with the same formula, charge and spin: 0.00 kcal per mole
* multiplicity: 5
* E_LUMO (alpha / beta): 1.6 / 1.6 eV
* F_max: 0.50 eV/Å
* E_tot: -3357.028972 Eh
* gap between HOMO and LUMO (alpha / beta): 6.94 / 7.14 eV
* total charge: -1

Element x y z (Å)
Co -0.07 0.07 0.70
O 1.39 3.09 -1.73
C 1.16 2.10 -1.06
N -0.03 1.52 -0.75
C -1.22 1.87 -1.33
O -1.43 2.64 -2.25
C -2.38 1.14 -0.68
C -3.68 1.61 -0.83
C -4.71 0.95 -0.19
C -4.41 -0.18 0.57
C -3.09 -0.58 0.66
N -2.10 0.06 0.05
C 2.32 1.34 -0.43
C 3.62 1.77 -0.64
C 4.66 1.07 -0.06
C 4.37 -0.04 0.72
C 3.04 -0.40 0.88
N 2.04 0.28 0.32
H -3.84 2.49 -1.45
H -5.73 1.30 -0.27
H -5.18 -0.73 1.08
H -2.81 -1.45 1.25
H 3.78 2.65 -1.26
H 5.69 1.38 -0.20
H 5.14 -0.62 1.20
H 2.76 -1.26 1.49
N 0.12 -2.17 0.41
C 0.45 -3.16 1.43
C 0.37 -4.52 1.13
C 0.74 -5.46 2.08
C 1.18 -5.05 3.33
C 1.23 -3.69 3.64
C 0.86 -2.75 2.69
S 1.76 -6.24 4.55
O 3.20 -6.08 4.51
O 1.28 -7.52 4.05
O 1.14 -5.81 5.79
H 0.84 -2.21 -0.31
H -0.74 -2.45 -0.05
H 0.04 -4.83 0.15
H 0.69 -6.52 1.88
H 1.55 -3.40 4.63
H 0.87 -1.69 2.91
N -0.32 0.45 2.41
C -0.28 0.56 3.74
C 0.93 0.42 4.47
C 0.94 0.51 5.85
C -0.23 0.71 6.56
C -1.43 0.85 5.87
C -1.46 0.79 4.49
H 1.84 0.25 3.91
H 1.88 0.40 6.38
H -0.21 0.76 7.64
H -2.35 1.01 6.42
H -2.39 0.91 3.95